1.
Here is C21H21N5O2RhSTe as an isolated structure from OMol25. Energies are from wB97M-V/def2-TZVPD.

```
52
Properties=species:S:1:pos:R:3
Rh 12.45764 6.72727 5.97849
O 19.34266 6.70803 7.83234
C 18.88287 6.50465 6.50021
C 17.40611 6.73025 6.43990
C 16.83231 6.84929 5.17302
C 15.44072 7.05469 5.03016
N 14.63001 7.05251 6.09281
C 15.19789 6.87512 7.30920
C 16.54010 6.76643 7.56098
C 14.19243 6.78586 8.43855
C 14.54517 6.94538 9.75530
C 13.60970 6.78939 10.80450
C 13.91353 6.84695 12.24049
O 15.33510 6.64648 12.47630
C 12.27556 6.50661 10.37052
C 11.96490 6.51665 9.03946
N 12.90460 6.60491 8.09997
H 20.27265 6.91684 7.81669
H 19.19180 5.52806 6.19129
H 19.37571 7.22502 5.79674
H 17.51092 6.85466 4.26993
H 14.96399 7.16795 4.06378
H 17.01105 6.63062 8.54733
H 15.59761 7.18669 9.97437
H 13.34337 6.07332 12.73288
H 13.47931 7.71905 12.71849
H 15.63462 7.06409 13.29896
H 11.48231 6.36991 11.10379
H 10.95486 6.37303 8.67436
C 7.68406 8.53174 7.26183
N 9.03275 9.08097 7.46996
C 9.44479 9.92192 8.45625
C 10.72685 10.21296 8.22484
N 11.12141 9.55077 7.08543
C 10.07857 8.77220 6.65664
S 10.21431 7.49652 5.52940
C 12.41085 9.75384 6.44620
C 12.56718 9.69490 5.04713
C 13.77601 10.01746 4.53083
C 14.90461 10.29190 5.38512
C 14.67200 10.19092 6.74177
N 13.43439 10.02985 7.28801
H 7.76497 7.45498 7.11133
H 7.22756 9.06973 6.40681
H 7.13286 8.63934 8.17432
H 8.77853 10.25178 9.23995
H 11.46152 10.77832 8.85532
H 11.68879 9.52222 4.46240
H 13.96714 10.05078 3.47814
H 15.86757 10.55620 4.94471
H 15.52591 10.35603 7.39695
Te 12.51340 4.31275 5.51283
```

Strongest force on any atom (eV/A): 2.9
Expectation value of S²: 6.023
HOMO energy (spin up / spin down) (eV): -9.57 / -10.60
Total charge: +1
Gap between HOMO and LUMO (spin up / spin down) (eV): 6.74 / 6.68
E_LUMO (spin up / spin down) (eV): -2.83 / -3.92
Spin multiplicity: 5

=====

2.
Here is C21H16Cl3GeN4O2Se4Sn as an isolated structure from OMol25. Energies are from wB97M-V/def2-TZVPD.

```
52
Properties=species:S:1:pos:R:3
Sn -0.36543 0.90456 -0.61564
O -2.54277 0.32942 -0.14835
C -3.06959 -0.48322 0.69500
C -4.37244 -0.99848 0.45031
C -4.96555 -1.90907 1.28824
C -4.31516 -2.34219 2.45091
C -3.08058 -1.81759 2.74820
C -2.43633 -0.89702 1.90438
C -1.19114 -0.35557 2.36570
N -0.39296 0.41211 1.70834
N 0.69127 0.86185 2.42810
C 1.38823 1.76302 1.78898
O 1.14352 2.22414 0.62608
C 2.61672 2.23949 2.49571
C 3.49509 3.08651 1.82738
C 4.68292 3.48317 2.42555
C 5.00145 3.03685 3.69971
C 4.12049 2.20353 4.38012
C 2.93359 1.80935 3.78398
H -4.86834 -0.66529 -0.45328
H -5.94386 -2.30691 1.03919
H -4.77369 -3.07717 3.10054
H -2.55081 -2.12904 3.64145
H -0.91279 -0.57500 3.39565
H 3.22783 3.41134 0.82958
H 5.36267 4.13553 1.89004
H 5.93338 3.34032 4.16349
H 4.36698 1.85465 5.37618
H 2.23868 1.15610 4.29218
Se -0.97093 3.61738 -1.21582
Se -2.41319 3.55075 -3.00058
Se -1.17687 2.78814 -4.86446
Se -0.58017 0.65849 -4.48674
Cl 2.14198 -3.90669 -0.40304
Ge 0.01612 -3.02128 0.06487
Cl 0.22689 -3.44064 2.34656
Cl -1.16212 -4.94677 -0.42106
N 3.99025 -0.42918 0.65899
C 2.66850 -0.73305 0.54583
N 2.13490 -0.27695 -0.55007
C 3.15570 0.37431 -1.21874
C 3.14358 1.06685 -2.42510
C 4.32661 1.64293 -2.84836
C 5.50356 1.54067 -2.09727
C 5.53066 0.86460 -0.88973
C 4.34216 0.28754 -0.46329
H 4.58388 -0.69232 1.42311
H 2.14237 -1.27915 1.31466
H 2.23519 1.14619 -3.00803
H 4.33967 2.19496 -3.78006
H 6.40904 2.00958 -2.46335
H 6.43902 0.79863 -0.30275
```

Strongest force on any atom (eV/A): 0.6
Expectation value of S²: 0.757
HOMO energy (spin up / spin down) (eV): -1.80 / -1.78
Total charge: -2
Gap between HOMO and LUMO (spin up / spin down) (eV): 5.85 / 4.48
E_LUMO (spin up / spin down) (eV): 4.04 / 2.70
Energy above the lowest of the compared OMol25 structures with the same formula, charge and spin (kcal/mol): 0.0
Spin multiplicity: 2

=====

3.
Here is C28H12BrF5N4O5SV as an isolated structure from OMol25. Energies are from wB97M-V/def2-TZVPD.

```
57
Properties=species:S:1:pos:R:3
V 1.36527 0.64537 -1.18053
Br -5.32863 0.56817 6.04643
C -4.21882 -0.78798 5.33467
C -4.07717 -0.90307 3.95899
C -3.25691 -1.89164 3.43974
C -2.57136 -2.75039 4.28994
C -2.76367 -2.65625 5.65776
C -3.57504 -1.66102 6.19137
N -1.81164 -3.88450 3.79627
N -0.96526 -3.77659 2.89644
C -0.40694 -2.53204 2.46329
C -0.23079 -1.39608 3.21678
C 0.30293 -0.20936 2.69119
C 0.66203 -0.12981 1.36221
O 1.13756 0.93183 0.77422
C 0.56542 -1.34571 0.58886
N 1.04796 -1.25982 -0.69668
C 1.13898 -2.34935 -1.42277
C 0.69787 -3.59597 -0.94662
C 0.15682 -3.68999 0.30081
C 0.09164 -2.54053 1.12928
H -4.59277 -0.22063 3.29674
H -3.14552 -1.98717 2.36627
H -2.25604 -3.36089 6.30628
H -3.71281 -1.57818 7.26167
H -0.47710 -1.42251 4.26930
H 0.43806 0.66178 3.31933
H 1.56199 -2.24135 -2.41291
H 0.78961 -4.46381 -1.58460
H -0.20578 -4.63319 0.68805
O 2.14120 -0.21313 -8.12120
C 2.98964 0.28443 -7.35119
O 4.14177 0.71297 -7.55413
C 2.53753 0.35865 -5.87873
C 1.30477 -0.15015 -5.49276
C 0.93376 -0.12287 -4.16587
N 1.73722 0.36420 -3.20850
C 2.93273 0.87899 -3.58487
C 3.35668 0.90102 -4.88928
C 3.73899 1.41504 -2.42059
O 4.75750 2.02668 -2.52506
O 3.12655 1.09881 -1.26163
H 0.65713 -0.56018 -6.25628
H -0.02943 -0.48973 -3.83711
H 4.32022 1.31529 -5.15449
F 0.04448 6.35554 1.00499
C -0.17819 5.16287 0.44540
C 0.48550 4.79367 -0.70029
F 1.36637 5.62776 -1.25742
C 0.23420 3.55182 -1.25879
F 0.94852 3.22260 -2.35359
C -0.67934 2.64563 -0.73368
S -0.95767 1.06508 -1.48755
C -1.31055 3.06072 0.43142
F -2.17808 2.24402 1.04511
C -1.07471 4.28353 1.01747
F -1.70667 4.62740 2.14684
```

Strongest force on any atom (eV/A): 1.9
Expectation value of S²: 2.014
HOMO energy (spin up / spin down) (eV): -5.77 / -5.77
Total charge: -1
Gap between HOMO and LUMO (spin up / spin down) (eV): 6.43 / 6.51
E_LUMO (spin up / spin down) (eV): 0.66 / 0.75
Energy above the lowest of the compared OMol25 structures with the same formula, charge and spin (kcal/mol): 0.0
Spin multiplicity: 3

=====

Question: total charge of number 3 (C28H12BrF5N4O5SV)?
Answer: -1